This record from OMol25 describes a cluster of 2 separate species, CH3N3O2S in total. The level of theory is the ωB97M-V functional and the def2-TZVPD basis.

Structure (XYZ):
```
10
CH3N3O2S the ωB97M-V functional and the def2-TZVPD basis
S -0.36844 -1.69810 -1.52107
O 1.64736 -1.42768 -0.16670
O -0.07291 -0.93939 -2.72614
N -1.31349 -1.00030 -0.58538
N 0.04720 1.44432 1.24160
N 1.41725 -0.42988 0.49389
C 0.61987 0.37115 0.78674
H 0.10931 2.39902 0.87717
H -1.47458 -0.05034 -0.54229
H -0.61157 1.33120 2.14218
```

Results
**E**: -752.677484 Eh
**LUMO energy**: 0.007 eV
**2S+1**: 1
**Frontier orbital gap**: 9.2 eV
**Total charge**: 0
**ΔE to the lowest compared entry with this formula, charge and spin**: 96.4 kcal/mol
**F_max**: 4.62 eV/Å

natural (NBO) atomic charge list, values in e, 8 entries: 1.53 -0.47 -0.91 -1.07 -0.82 0.10 0.42 0.43